CH5N3O | the ωB97M-V functional and the def2-TZVPD basis

```
10
Properties=species:S:1:pos:R:3:forces:R:3:nbo_charge:R:1
O 1.247 -0.519 0.362 0.11 0.94 -0.47 -0.3885
H -0.618 1.548 -1.188 1.44 -0.85 1.89 0.3489
N -0.938 -0.030 -0.027 0.06 -0.76 -1.20 -0.4445
N 1.323 0.824 -0.073 -1.39 1.52 -0.94 -0.2230
H -0.282 -0.003 1.853 1.00 0.11 -0.52 0.1799
H 1.722 0.922 -1.050 -0.48 -1.22 1.09 0.3262
H -0.855 -0.400 -0.976 -0.28 -1.60 0.71 0.3341
N -0.279 1.183 -0.221 0.42 2.24 -0.59 -0.3775
C -0.054 -0.618 0.950 0.30 2.64 -0.02 0.0385
H -0.002 -1.574 1.305 -1.19 -3.01 0.05 0.2058
```
Positions in Å, forces in eV/Å.

E_LUMO: 0.9 eV
SMILES: C1NNNO1
HOMO: -0.31999 Ha
Kohn-Sham gap: 9.7 eV